# C3H3N3O

C3H3N3O in the gas phase at a distorted geometry (ωB97M-V with the def2-TZVPD basis set, the Open Molecules 2025 dataset).

Each line ends with the natural charge from an NBO analysis.
Positions of all 10 atoms, in Å:
N  2.554012  0.055172  0.060834  -0.58
H  -1.693958  -1.870196  -0.161791  0.19
H  -1.458470  2.206729  0.023262  0.19
C  -0.917628  1.271182  0.017961  0.41
H  2.813320  -0.933749  0.066055  0.31
C  0.924679  0.011916  0.066400  0.46
O  -1.726364  0.169925  -0.071991  -0.46
N  0.210664  -1.144517  -0.005246  -0.48
C  -1.048774  -1.006870  -0.077247  0.42
N  0.342523  1.240411  0.081761  -0.46

Cartesian forces (eV/Å) of the 3 atoms listed first:
N -8.003 -0.002 0.147
H -0.202 0.102 0.029
H -0.244 -0.104 -0.005

Output
multiplicity = 1
relative energy (zero: lowest compared OMol25 entry of this formula, charge and spin) = 3.445 eV
SMILES = N=c1ncocn1
HOMO (spin up / spin down) = -9.328 / -8.154 eV
calculated total energy = -9674.0092 eV